# CH4N3P

A cluster of 2 separate species, CH4N3P in total at a distorted geometry (ωB97M-V/def2-TZVPD, the Open Molecules 2025 dataset).

As for the net charge: 0. For the HOMO energy, the calculation gives -10.26 eV. The SMILES is [H]/N=P/C#N.N. The value obtained for the max |F| is 0.052 hartree/bohr. The molar mass comes out at 89.0 g mol⁻¹. For the gap between HOMO and LUMO, the calculation gives 0.342 Ha.

XYZ file:
```
9
Properties=species:S:1:pos:R:3:lowdin_charge:R:1
H -1.98 1.87 -0.81 -0.076
N -1.71 1.36 -0.01 -0.292
P -1.75 -0.12 -0.47 0.775
C -1.21 -1.01 1.00 -0.505
N -0.86 -1.77 1.81 0.070
N 1.61 0.03 -0.48 -0.037
H 2.00 0.65 0.25 0.020
H 1.56 -0.89 -0.02 -0.010
H 2.34 -0.11 -1.28 0.056
```